[1]
Below is 2 unconnected molecules or ions with the total composition C3H10N2S at a distorted geometry, with properties calculated with ωB97M-V/def2-TZVPD.

The frontier orbital gap is 4.988 eV.

CARTESIAN COORDINATES (ANGSTROEM)
1 H -1.32236 -2.54457 1.00196
2 C -2.27666 -1.30198 -0.21786
3 H 1.16729 -0.60982 -1.45525
4 H 2.56090 0.12793 -2.33096
5 N -2.77284 -0.11793 -0.44871
6 N -1.64962 -1.60052 0.88987
7 S 1.18380 0.97894 0.99287
8 H -3.10094 0.06855 -1.38458
9 C 1.95150 1.16855 -0.51805
10 H 2.80702 -0.74992 -0.80562
11 H 1.64839 2.09068 -1.14219
12 H 2.94190 1.72852 -0.45228
13 H -1.34768 -0.87414 1.53716
14 C 2.12591 -0.08177 -1.34721
15 H -2.31935 -2.10767 -0.94974
16 H -2.86311 0.66717 0.18126

Forces on atoms 1 to 3 (eV/Å):
0.29 0.11 0.18
0.91 -0.17 1.16
0.15 0.13 -0.10

[2]
Below is a molecular structure, C36H37NP2SSn at a distorted geometry, with properties calculated with ωB97M-V/def2-TZVPD.

The frontier orbital gap (spin up / spin down) is 4.631 / 4.410 eV. Its charge is +2.

CARTESIAN COORDINATES (ANGSTROEM)
1 H 0.71150 -3.73597 1.77290
2 C 1.29884 -3.69295 0.84858
3 H -3.22839 -0.03358 1.99288
4 H -0.91663 -0.88538 -2.29792
5 H -0.29860 -0.05264 -6.44802
6 C 1.64299 -1.63739 5.19039
7 H -3.86891 -4.62740 0.17331
8 C -4.59554 -1.37246 0.97549
9 C -4.78188 -2.68082 0.50238
10 C -0.62963 -2.27024 5.77568
11 H -5.75822 -2.99346 0.13063
12 C -0.39244 2.92932 -1.40207
13 H 2.69035 -1.49008 5.47329
14 H -3.92244 1.38724 0.95421
15 P -0.55711 -1.37072 1.74926
16 H -0.42946 1.00018 2.01428
17 C -0.24850 -0.48609 -3.07829
18 H 1.95504 0.90091 -5.94295
19 C -1.52168 2.44141 -1.95077
20 H 4.27263 -1.32740 -1.24492
21 H -2.03452 2.28723 2.11966
22 H 5.07819 3.58156 -0.96546
23 C -1.03488 -2.04867 4.46074
24 H 2.77832 2.68242 -0.66237
25 H -2.08389 -2.16743 4.16913
26 C 5.76329 0.25156 -1.24790
27 H -0.39694 4.96153 -0.76678
28 C 1.00289 0.07965 -2.75028
29 C 5.98453 1.63867 -1.19213
30 H -1.61410 -1.10036 -4.61489
31 H -1.06438 4.27967 1.70548
32 C -2.26906 -1.88226 1.44270
33 H -5.42645 -0.65110 0.93795
34 C 0.70385 -2.05625 6.14076
35 C 0.76242 0.73476 0.28760
36 H -3.29042 3.15101 -2.85973
37 C 3.59903 1.99677 -0.87516
38 C -3.35811 -1.00300 1.51144
39 H 1.02338 -2.23762 7.16239
40 C -0.67389 -0.58663 -4.40236
41 H -1.35343 -2.61163 6.52012
42 H 2.82011 0.90942 -3.60820
43 C 4.46664 -0.25728 -1.17022
44 C -0.09579 -1.63347 3.49044
45 N 4.15502 -5.37447 -0.56098
46 H -2.65728 4.19679 -1.58943
47 S 2.79865 -3.39391 -2.06328
48 P 1.67900 -0.06929 -1.02802
49 C -3.29641 2.12102 0.44937
50 C -0.07516 0.26604 1.27796
51 H -1.50073 1.54035 -2.57676
52 H 0.59271 2.69279 -1.83330
53 H -4.40463 1.77347 -1.31630
54 C 1.81561 0.53276 -3.81684
55 C -3.72649 -3.59801 0.51768
56 C -1.52746 3.93136 0.76602
57 C -3.85588 2.59460 -0.84767
58 H -1.63731 -3.89505 0.95601
59 H 0.57132 3.91408 0.22460
60 C 3.36871 0.61425 -1.02757
61 C 0.08674 -0.03402 -5.43140
62 Sn 0.38974 -2.27750 -0.58031
63 H -4.61424 3.37277 -0.66860
64 C 4.89828 2.50355 -1.00671
65 C -2.25573 2.65948 1.11386
66 C -0.38798 3.95686 -0.30464
67 H 2.32161 -3.32255 1.02715
68 C 1.34210 0.50653 -5.13365
69 H 6.60732 -0.42746 -1.36186
70 H 1.00422 1.80926 0.34082
71 H 7.00603 2.03070 -1.27726
72 C -2.47826 -3.19996 0.97479
73 H 1.95253 -1.01511 3.14396
74 C 1.24457 -1.40206 3.87824
75 C 3.60355 -4.54440 -1.20580
76 C -2.83636 3.15351 -1.85596
77 H -2.23272 4.71672 0.48009
78 H 1.34026 -4.65409 0.31452

Forces on atoms 1 to 3 (eV/Å):
0.16 -0.01 -0.43
0.33 -0.96 -0.91
-0.01 -0.28 -0.31

[3]
Below is a gas-phase ion, C3H5O2S2 (charge -1) at a distorted geometry, with properties calculated with ωB97M-V/def2-TZVPD.

The frontier orbital gap (spin up / spin down) is 4.457 / 6.232 eV. As for the expectation value of S²: 2.012. Its charge is -1. Its spin multiplicity is 3.

CARTESIAN COORDINATES (ANGSTROEM)
1 H 0.06776 -0.13143 -1.28362
2 C 2.04115 0.26938 -0.15657
3 H 2.43859 -0.09155 0.79954
4 H 2.75572 -0.20116 -1.02060
5 S -2.66095 1.57453 -0.09730
6 H -0.28604 -0.02924 1.79387
7 O -1.95712 -0.97788 -1.25752
8 O -2.69625 -1.16471 1.07499
9 H 2.13582 1.30656 -0.27468
10 S -2.01324 -0.36182 0.04175
11 C -0.39576 -0.08473 0.65997
12 C 0.57033 -0.10795 -0.27983

Forces on atoms 1 to 3 (eV/Å):
1.34 0.07 0.60
0.02 -3.01 -1.63
0.09 0.35 -0.04

[4]
Below is C3H5OPS in the gas phase at a distorted geometry, with properties calculated with ωB97M-V/def2-TZVPD.

The frontier orbital gap is 9.521 eV. Its SMILES is O=C1CCSP1.

CARTESIAN COORDINATES (ANGSTROEM)
1 H 1.20960 1.16242 -0.55449
2 H 0.22539 0.65815 -1.78364
3 C -1.03179 1.35860 -0.09439
4 C 0.23633 -0.80230 -0.08381
5 P -2.61818 0.07219 -0.07087
6 C 0.22434 0.61903 -0.66459
7 H 0.58963 -0.66350 0.91031
8 S -1.37174 -1.55502 -0.06381
9 O -1.06456 2.54523 0.08251
10 H 0.97155 -1.52603 -0.69018
11 H -2.54617 0.47967 1.34001

Forces on atoms 1 to 3 (eV/Å):
-1.15 -0.41 0.92
-0.98 -0.37 0.66
0.42 0.22 -2.17

[5]
Below is C3H2N2O4 in the gas phase at a distorted geometry, with properties calculated with ωB97M-V/def2-TZVPD.

The frontier orbital gap is 9.264 eV. Its SMILES is O=c1ncc(=O)n(O)o1.

CARTESIAN COORDINATES (ANGSTROEM)
1 C -1.25855 0.16715 1.25929
2 O -1.89875 0.28401 2.24895
3 N -1.72721 -0.50756 0.06704
4 C 0.49779 -0.26287 -0.89849
5 O 1.94858 1.21153 0.16566
6 O 1.37169 -0.67138 -1.66986
7 H 2.44878 0.36267 0.28126
8 H -1.18701 -1.29129 -1.76810
9 N 0.66716 0.80296 -0.04683
10 O 0.04650 0.66850 1.20886
11 C -0.90899 -0.76372 -0.84778

Forces on atoms 1 to 3 (eV/Å):
0.28 0.01 -0.99
0.41 -0.09 -0.37
-0.51 0.12 1.25

[6]
Below is 2 unconnected molecules or ions with the total composition C2H6N3O2 at a distorted geometry, with properties calculated with ωB97M-V/def2-TZVPD.

The frontier orbital gap is 11.070 eV. Its charge is +1.

CARTESIAN COORDINATES (ANGSTROEM)
1 C -1.92941 0.68527 -0.34830
2 C 1.24288 0.76779 -0.47135
3 O -1.25879 1.14843 -1.17738
4 H 0.69758 -2.32571 0.01815
5 N 0.76937 -1.33366 0.46623
6 N 0.98453 -0.51011 -0.62669
7 H 1.03251 0.57469 1.37845
8 H 1.16425 -0.98708 -1.51501
9 H -0.07015 -1.00459 0.99893
10 N -2.33241 0.00760 0.55834
11 O 1.26905 1.26789 0.68811
12 H -2.99543 0.22270 1.21192
13 H 1.42601 1.48678 -1.18139

Forces on atoms 1 to 3 (eV/Å):
1.09 -0.21 0.08
-0.26 -2.80 0.88
-0.61 0.54 -0.60

[7]
Below is 5 unconnected molecules or ions with the total composition C4H17NO3 at a distorted geometry, with properties calculated with ωB97M-V/def2-TZVPD.

The frontier orbital gap is 4.488 eV.

CARTESIAN COORDINATES (ANGSTROEM)
1 H 0.18997 0.15588 -1.49730
2 H 1.17760 2.43123 0.29673
3 H -0.33751 -2.02974 -0.61835
4 C -1.00644 -1.44044 0.12071
5 H -1.51471 -2.04501 0.88297
6 H -1.73702 -0.91869 -0.49287
7 C 0.16204 0.63346 -0.47300
8 H 1.74153 1.86380 -1.24109
9 H -2.70018 1.10527 0.57905
10 H 1.41505 -1.73391 0.74773
11 H -0.63151 0.20291 1.43482
12 H 0.62886 -1.88846 -1.40932
13 H 0.87612 -1.19109 2.18156
14 C 1.39874 1.51794 -0.26099
15 H -4.08695 0.85498 -0.14365
16 O 3.08182 -0.72328 -1.42209
17 H 3.47364 -1.37556 -2.02625
18 C -0.04680 -0.36629 0.63685
19 O -3.30614 0.39608 0.17652
20 H 2.15835 1.00744 0.31768
21 N 1.16806 -0.87998 1.25909
22 H -1.99753 2.56076 1.70137
23 H -0.82965 1.13305 -0.53642
24 H 2.21449 -1.18021 -1.41047
25 O -1.49184 1.90987 1.19670

Forces on atoms 1 to 3 (eV/Å):
0.30 -0.66 0.15
-0.49 -0.17 0.05
1.59 -0.54 -1.15

[8]
Below is 2 unconnected molecules or ions with the total composition CH9N4O at a distorted geometry, with properties calculated with ωB97M-V/def2-TZVPD.

The frontier orbital gap is 9.966 eV. Its charge is +1.

CARTESIAN COORDINATES (ANGSTROEM)
1 N -1.84321 1.43099 0.02950
2 H 3.27357 0.02352 0.40959
3 H -1.97656 -2.24698 0.09854
4 H 1.87755 1.08148 0.83141
5 H -2.72017 0.86026 -0.13340
6 N 0.36240 -1.41431 -0.00953
7 H -1.69346 2.27442 -0.54470
8 N 2.32360 0.36372 0.19693
9 C -0.78122 -0.70422 0.15950
10 O -1.98598 -1.24140 0.16646
11 H 0.38460 -2.09530 -0.69230
12 H 0.13822 0.93390 0.03301
13 H 2.34268 0.77834 -0.68932
14 H 1.09002 -0.64816 0.03071
15 N -0.79205 0.60373 0.11361

Forces on atoms 1 to 3 (eV/Å):
-3.31 0.67 0.44
-0.86 0.62 0.46
0.11 1.78 0.26

[9]
Below is 2 unconnected molecules or ions with the total composition C4H7Cl2P at a distorted geometry, with properties calculated with ωB97M-V/def2-TZVPD.

The frontier orbital gap (spin up / spin down) is 8.802 / 8.419 eV. As for the expectation value of S²: 2.020. Its spin multiplicity is 3.

CARTESIAN COORDINATES (ANGSTROEM)
1 C 0.44456 -0.46195 -2.69296
2 H 1.56582 -1.29350 1.45894
3 Cl -0.25568 2.51545 1.09050
4 C 0.42534 0.59812 -1.93116
5 C 0.75106 -0.63162 1.90632
6 Cl -2.69794 0.95833 -0.04131
7 P -1.48699 0.89359 1.49858
8 C -0.44315 -0.44490 0.99311
9 H 0.32435 1.66261 -1.84285
10 H 1.01725 0.42109 2.11773
11 H 0.59608 -0.51986 -3.82989
12 H 0.62026 -1.04993 2.88425
13 H -0.96634 -1.26879 0.57450
14 H 0.10537 -1.37865 -2.18578

Forces on atoms 1 to 3 (eV/Å):
-0.45 0.11 -0.63
-0.85 1.34 0.27
0.18 0.25 0.05